# 1
{
  "formula": "C37H22Cl4N7O4SV",
  "method": "wB97M-V/def2-TZVPD",
  "charge": -1,
  "fmax_ev_per_a": 1.9,
  "multiplicity": 4,
  "orbital_gap_ev": [5.219, 7.023],
  "e_homo_ha": [-0.1094, -0.1762],
  "energy_ev": -143965.759,
  "elements": ["V", "Cl", "C", "C", "C", "N", "C", "O", "C", "C", "C", "C", "C", "N", "C", "C", "C", "Cl", "N", "C", "O", "C", "C", "C", "C", "C", "N", "H", "H", "H", "H", "H", "H", "H", "H", "H", "H", "Cl", "C", "C", "C", "Cl", "C", "O", "C", "C", "O", "C", "H", "H", "H", "N", "C", "C", "C", "C", "C", "C", "S", "N", "C", "C", "C", "C", "C", "C", "N", "H", "H", "H", "H", "H", "H", "H", "H", "H"],
  "positions_angstrom": [[0.07417, -0.26045, 0.27123], [-0.32564, -3.38950, 6.24533], [-0.64903, -2.23769, 4.97894], [0.37632, -1.92561, 4.09190], [0.14528, -1.02991, 3.06620], [1.04423, -0.76933, 2.01232], [2.34816, -1.04887, 2.08742], [3.06232, -1.24791, 3.06575], [2.94131, -1.22604, 0.69728], [4.30173, -1.38906, 0.49766], [4.74215, -1.69870, -0.77665], [3.81365, -1.86013, -1.79669], [2.47323, -1.66798, -1.51131], [2.05296, -1.34342, -0.29008], [-1.11879, -0.41800, 2.92162], [-2.12738, -0.73161, 3.81773], [-1.88882, -1.64860, 4.83732], [-3.19871, -2.02220, 5.92514], [-1.18274, 0.46317, 1.83742], [-2.01479, 1.50636, 1.89620], [-2.94011, 1.70209, 2.68753], [-1.73485, 2.57264, 0.86114], [-2.69019, 3.55840, 0.63736], [-2.42117, 4.53563, -0.30043], [-1.20983, 4.49450, -0.97567], [-0.32141, 3.47592, -0.67557], [-0.56752, 2.53005, 0.22858], [1.34781, -2.38018, 4.21313], [4.96293, -1.28747, 1.34646], [5.79911, -1.82623, -0.97499], [4.11563, -2.12272, -2.80113], [1.69766, -1.76638, -2.26177], [-3.09347, -0.26147, 3.72686], [-3.61043, 3.51844, 1.20256], [-3.14337, 5.31664, -0.50767], [-0.95077, 5.23253, -1.72335], [0.63565, 3.41957, -1.17480], [2.09496, 2.65867, -6.60755], [1.68314, 1.93122, -5.07506], [2.46669, 2.19743, -3.95868], [2.13229, 1.65653, -2.73449], [3.16855, 1.95571, -1.37329], [0.97754, 0.85744, -2.55223], [0.58418, 0.50897, -1.36874], [0.29128, 0.49005, -3.75202], [-0.68900, -0.62822, -3.81588], [-0.70572, -1.57564, -3.07843], [0.61511, 1.06648, -4.97623], [3.34141, 2.82766, -4.04115], [-1.38042, -0.56864, -4.67590], [0.03812, 0.80871, -5.85718], [-4.13861, -0.91006, -1.13734], [-4.88062, 0.27513, -1.18618], [-6.23971, 0.31380, -0.90142], [-6.93692, 1.50704, -1.01877], [-6.27831, 2.67420, -1.38472], [-4.91382, 2.64156, -1.63741], [-4.21949, 1.44251, -1.56730], [-2.52288, 1.28866, -1.97531], [-2.04710, 0.14175, -0.80985], [-2.83305, -0.89523, -0.63153], [-2.33576, -2.01915, 0.07231], [-3.13121, -3.10954, 0.50791], [-2.55354, -4.23426, 1.01019], [-1.13754, -4.29700, 1.08951], [-0.42692, -3.18101, 0.75340], [-0.96554, -2.03067, 0.30519], [-4.66762, -1.73820, -0.92836], [-6.74800, -0.59156, -0.58915], [-7.99740, 1.52802, -0.80224], [-6.82137, 3.60708, -1.46012], [-4.37806, 3.54464, -1.90390], [-4.21149, -3.03893, 0.47103], [-3.16641, -5.05347, 1.36314], [-0.62271, -5.17147, 1.45917], [0.64928, -3.15876, 0.87632]],
  "atomic_forces_ev_per_a": [[-1.30, 0.44, 0.15], [-0.02, 0.03, -0.02], [0.08, -0.04, 0.00], [0.05, -0.04, 0.15], [0.10, 0.07, -0.11], [-0.14, -0.04, 0.18], [0.21, -0.13, -0.27], [-0.05, -0.01, 0.05], [-0.10, -0.07, 0.16], [0.00, -0.02, -0.03], [0.04, 0.01, 0.01], [-0.06, -0.01, 0.00], [-0.01, 0.04, -0.01], [-0.15, 0.12, 0.14], [0.30, 0.03, 0.02], [-0.11, -0.02, 0.07], [-0.12, 0.06, 0.01], [0.05, -0.01, -0.02], [0.23, -0.39, 0.21], [-0.24, 0.13, -0.31], [0.05, 0.02, 0.06], [-0.04, -0.01, 0.10], [0.08, -0.02, 0.04], [0.08, 0.05, 0.02], [0.00, 0.05, 0.02], [0.04, -0.07, 0.16], [0.09, 0.13, 0.01], [-0.01, 0.01, -0.01], [0.01, 0.00, -0.01], [0.00, 0.00, 0.00], [0.01, 0.00, 0.00], [0.01, 0.00, -0.03], [0.04, -0.04, 0.01], [0.00, 0.00, -0.01], [0.00, 0.01, 0.00], [0.00, 0.01, 0.00], [0.11, -0.03, -0.07], [0.00, -0.01, 0.01], [0.09, 0.02, 0.10], [0.02, 0.03, -0.10], [-0.05, 0.02, -0.11], [-0.13, 0.02, 0.04], [-0.34, -0.39, 0.40], [0.81, 0.62, -1.55], [0.00, -0.11, 0.22], [0.16, 0.53, 0.02], [0.01, -0.35, 0.30], [0.05, 0.05, 0.08], [0.00, 0.01, -0.01], [-0.06, 0.01, -0.10], [0.01, -0.01, 0.02], [0.00, 0.03, 0.07], [0.07, -0.02, -0.04], [-0.02, 0.00, 0.01], [-0.01, 0.03, 0.01], [0.00, -0.05, 0.00], [-0.03, 0.00, -0.06], [-0.09, 0.03, 0.00], [0.08, -0.16, -0.08], [0.24, -0.18, 0.13], [-0.04, -0.06, -0.05], [0.05, 0.11, -0.01], [-0.07, 0.04, -0.03], [0.09, 0.01, 0.03], [-0.12, -0.13, 0.02], [0.19, 0.31, 0.07], [-0.08, -0.52, -0.06], [-0.02, -0.04, 0.01], [0.00, 0.00, 0.00], [0.00, 0.00, 0.00], [-0.01, 0.00, 0.00], [-0.04, -0.05, -0.02], [0.00, 0.00, -0.01], [0.01, -0.01, -0.01], [-0.01, 0.00, 0.00], [-0.02, -0.03, 0.02]],
  "mulliken_charge": [-0.15, -0.25, 0.14, -0.79, 0.66, 0.81, -0.03, -0.78, 0.39, -0.77, -0.49, -0.76, -0.40, 0.39, -0.61, -0.75, -0.04, -0.25, 0.53, 0.29, -0.82, 0.10, -0.60, -0.40, -0.75, -0.26, -0.13, 0.55, 0.54, 0.41, 0.48, 0.49, 0.63, 0.48, 0.48, 0.43, 0.53, -0.26, 0.04, -0.49, 0.78, -0.19, -0.55, 0.72, 0.96, -0.52, -0.39, -1.02, 0.44, 0.20, 0.35, -0.23, 0.05, -0.85, -0.61, -0.88, -0.47, 0.80, -0.40, -0.15, 0.69, 0.32, -1.50, -0.62, -1.19, -0.07, 1.42, 0.32, 0.37, 0.37, 0.39, 0.49, 0.36, 0.42, 0.43, 0.19]
}

=====

# 2
{
  "formula": "C16H20BrCrN4O5PSe2Te3",
  "method": "wB97M-V/def2-TZVPD",
  "charge": -2,
  "fmax_ev_per_a": 2.3,
  "multiplicity": 5,
  "orbital_gap_ev": [5.497, 4.907],
  "e_homo_ha": [-0.0640, -0.0641],
  "energy_ev": -293440.479,
  "elements": ["Cr", "O", "N", "N", "O", "C", "C", "C", "C", "C", "C", "H", "H", "H", "H", "H", "Se", "Te", "Te", "Se", "Br", "C", "C", "C", "C", "N", "C", "H", "H", "H", "H", "C", "C", "O", "P", "O", "Te", "O", "C", "C", "H", "H", "H", "H", "H", "H", "H", "H", "H", "H", "N", "C", "H"],
  "positions_angstrom": [[-0.17270, -0.07012, 0.17116], [-1.82858, 0.74584, -0.26287], [-2.37935, -0.45173, -0.78301], [-1.66076, -0.66633, -1.99122], [-0.30006, -0.74967, -1.66734], [-2.14551, -1.65182, -2.82851], [-3.52950, -1.81971, -3.01068], [-4.00219, -2.76415, -3.90104], [-3.12939, -3.56434, -4.63594], [-1.76391, -3.39160, -4.45801], [-1.26637, -2.44906, -3.57081], [-4.20565, -1.20876, -2.42964], [-5.07373, -2.88402, -4.01959], [-3.50902, -4.30724, -5.32673], [-1.06557, -4.00807, -5.01347], [-0.20511, -2.31995, -3.42099], [0.08559, 1.27559, 2.52870], [0.47924, 2.28011, 4.75207], [0.18297, -1.48099, 5.22419], [-0.26703, -1.19719, 2.88724], [4.22041, -2.29904, -2.94788], [3.65308, -1.71155, -1.23850], [4.54182, -1.68781, -0.18250], [4.07580, -1.23117, 1.03527], [2.75354, -0.83968, 1.14515], [1.89700, -0.89909, 0.12351], [2.34256, -1.31129, -1.06612], [5.56972, -1.99527, -0.31808], [4.72807, -1.15962, 1.89381], [2.35997, -0.45995, 2.07866], [1.62182, -1.31015, -1.87236], [1.19431, 5.63254, 1.68168], [2.10188, 4.75864, 0.84383], [1.33715, 3.63544, 0.41412], [1.79529, 2.68894, -0.81104], [0.83805, 1.54218, -0.77081], [4.13576, 2.35445, -0.83630], [1.42576, 3.55453, -2.12366], [0.01993, 3.81674, -2.31238], [-0.47451, 3.06001, -3.52663], [1.74002, 6.51257, 2.03117], [0.83658, 5.07629, 2.54907], [0.33290, 5.96126, 1.09797], [2.95224, 4.39812, 1.42665], [2.49368, 5.29726, -0.02458], [-0.08837, 4.89873, -2.42431], [-0.54555, 3.50007, -1.43438], [0.20268, 3.21292, -4.36915], [-1.47255, 3.40383, -3.80883], [-0.52481, 1.99479, -3.29705], [-2.02282, -2.64417, 0.20735], [-1.71619, -1.42552, 0.13552], [-2.83064, -2.85121, -0.39114]],
  "atomic_forces_ev_per_a": [[0.03, 0.66, -2.22], [-0.13, 0.12, 0.17], [-0.01, -0.48, 0.12], [-0.01, 0.36, -0.10], [0.06, -0.03, 0.01], [0.03, -0.12, 0.10], [-0.01, -0.01, -0.02], [0.00, 0.03, 0.00], [0.01, 0.00, -0.01], [-0.01, 0.01, -0.02], [-0.01, 0.00, 0.03], [0.00, 0.00, 0.00], [0.00, 0.00, 0.00], [0.00, 0.00, 0.00], [0.00, 0.00, 0.00], [0.00, -0.01, 0.00], [-0.22, -0.40, 0.22], [0.08, -0.08, -0.13], [0.08, -0.10, 0.27], [-0.11, 0.26, 0.44], [0.00, 0.01, 0.00], [-0.01, -0.04, 0.00], [0.00, 0.01, 0.01], [0.02, -0.01, -0.01], [-0.05, -0.02, 0.00], [-0.02, -0.07, 0.26], [0.00, -0.01, 0.01], [0.00, 0.00, 0.00], [0.00, 0.01, 0.00], [0.01, 0.00, 0.00], [0.00, 0.00, 0.00], [0.03, -0.01, 0.03], [-0.02, 0.00, 0.01], [0.03, -0.03, -0.03], [-0.01, 0.05, -0.04], [0.20, -0.23, 0.47], [-0.08, -0.01, -0.03], [0.01, 0.19, 0.19], [-0.08, -0.11, -0.07], [0.02, -0.03, 0.01], [0.00, 0.00, 0.00], [-0.02, -0.01, -0.01], [0.00, 0.01, 0.00], [0.02, 0.01, -0.02], [-0.01, 0.01, 0.00], [0.05, 0.00, -0.06], [0.00, 0.05, 0.01], [-0.02, 0.03, -0.01], [-0.02, -0.02, 0.02], [0.01, 0.00, -0.01], [-0.27, 0.06, 0.24], [0.40, -0.08, 0.13], [-0.01, 0.02, 0.01]],
  "nbo_charge": [1.09, -0.61, -0.10, -0.05, -0.66, 0.25, -0.29, -0.21, -0.30, -0.20, -0.29, 0.23, 0.19, 0.19, 0.19, 0.23, -0.20, -0.36, -0.10, -0.08, 0.04, -0.10, -0.18, -0.23, 0.08, -0.46, 0.05, 0.22, 0.22, 0.23, 0.26, -0.63, -0.06, -0.85, 2.04, -1.14, -0.67, -0.84, -0.07, -0.63, 0.19, 0.24, 0.20, 0.19, 0.17, 0.16, 0.21, 0.20, 0.19, 0.25, -0.72, 0.19, 0.32]
}

=====

Number 1 is which compound?
C37H22Cl4N7O4SV